[1]
DFT (wB97M-V/def2-TZVPD) results for C6H17INO3Zn as an isolated structure in a non-equilibrium geometry.

```
29
Properties=species:S:1:pos:R:3:forces:R:3:mulliken_charge:R:1
Zn 29.36171 -0.30654 -10.21584 -0.9 0.4 0.4 0.5730
I 25.90371 1.10197 -8.73301 0.9 -0.4 -0.4 0.2270
C 18.63109 -2.19836 -5.66629 -2.1 -2.9 0.0 -1.5316
C 19.59157 -2.37913 -6.78987 -0.6 -0.3 0.7 0.5884
C 18.97349 -2.96046 -8.07490 -1.1 -0.9 0.4 -0.8238
O 18.10382 -4.11415 -7.78516 1.1 2.3 -0.1 -0.2957
C 17.42227 -4.49621 -8.97917 1.6 -1.3 0.9 -0.7300
N 20.07689 -1.07456 -6.95921 2.5 1.7 -1.2 -0.6112
H 17.64589 -2.00561 -6.09093 -0.1 0.6 0.4 0.3513
H 18.89315 -1.60018 -4.79359 0.3 0.0 -0.4 0.4869
H 18.57673 -3.25276 -5.39536 -0.8 0.0 1.1 0.3639
H 20.32132 -3.09032 -6.40286 0.7 0.1 -0.5 0.2371
H 19.76169 -3.21931 -8.78189 0.3 -0.4 0.0 0.3962
H 18.39260 -2.20896 -8.60961 -0.3 0.3 0.3 0.3537
H 16.92146 -3.67212 -9.48726 -0.3 -0.2 0.2 0.2922
H 16.87437 -5.37952 -8.65104 -0.9 0.5 -0.4 0.2642
H 18.21962 -4.93779 -9.57695 -0.1 0.2 -0.9 0.3203
H 21.07808 -1.04705 -6.82895 0.1 0.3 -0.3 0.2562
H 19.67683 -0.39903 -6.32382 -0.1 0.0 -0.2 0.2824
C 24.09805 0.26878 -1.88250 1.5 0.8 -1.0 -0.3103
C 22.97746 0.30122 -0.90615 0.5 0.6 0.3 -0.3278
O 23.08868 -0.90219 -0.17232 -0.8 0.3 0.1 -0.4995
O 24.09759 1.51142 -2.57743 -0.7 0.6 -0.6 -0.5248
H 24.14578 -0.56436 -2.58372 -0.6 -0.3 0.1 0.3095
H 25.06417 0.28672 -1.37813 -0.1 -0.7 0.7 0.2306
H 22.00332 0.56003 -1.32110 -0.2 -0.9 -0.5 0.3060
H 23.15769 1.20613 -0.32584 0.3 -0.1 0.7 0.2303
H 22.27247 -0.98434 0.32633 0.0 -0.3 0.2 0.3062
H 24.68695 1.48816 -3.33487 0.0 -0.2 0.2 0.2794
```
Forces are in eV/Å.

## Properties
- Orbital gap: 1.8 eV
- Charge: +1



[2]
DFT (wB97M-V/def2-TZVPD) results for a 3-piece molecular cluster, C6H17N2 overall in a non-equilibrium geometry.

```
25
Properties=species:S:1:pos:R:3:forces:R:3:mulliken_charge:R:1
C -1.45398 -0.52727 0.70931 -0.3 1.5 -0.6 -0.4809
N -0.50837 0.15718 -0.25347 -2.1 -1.5 3.9 0.0125
C 0.20730 1.15872 0.41693 0.2 -0.4 -0.8 -0.6208
C 1.08715 1.89220 -0.54236 0.1 1.2 -2.1 0.6097
C 2.02285 0.95169 -1.31113 1.1 1.4 0.5 -1.5601
C 1.88257 2.96073 0.22233 -0.3 1.6 -1.8 -1.4194
C -0.71803 -1.74151 1.54060 4.0 -1.5 -2.5 -0.2319
N -0.61313 -2.98239 0.71622 -0.2 2.3 -0.8 -0.4768
H -1.82978 0.09570 1.58045 1.0 -0.1 -1.0 0.2804
H -2.38913 -0.75319 0.14418 1.0 -0.8 0.2 0.4402
H -0.21929 -2.73343 -0.26018 -0.6 -1.2 2.4 0.2617
H 0.97392 0.76979 1.19133 -1.2 -0.4 -0.2 0.2943
H -0.55079 1.76149 0.97615 0.6 -0.2 0.1 0.4534
H 0.42166 2.20829 -1.41283 0.6 0.6 1.4 0.2402
H 2.66409 0.37170 -0.70072 0.2 -1.2 1.2 0.3920
H 1.45298 0.35395 -1.97131 -0.2 -0.7 -0.9 0.4241
H 2.84828 1.50635 -1.80935 -1.1 0.1 -0.4 0.3920
H 2.28961 2.46223 1.05408 0.7 -0.4 1.4 0.4510
H 1.33344 3.89078 0.54911 0.3 -1.2 -0.3 0.3302
H 2.75237 3.29596 -0.39724 -0.8 -0.2 0.5 0.3716
H -1.17173 -1.98653 2.55071 0.7 0.8 -1.3 0.3760
H 0.49676 -1.35974 1.43587 -3.4 -0.3 1.8 0.2022
H -5.69973 -3.71264 -2.84652 2.1 -1.8 0.1 0.0099
H -0.23202 -3.79154 1.22655 -0.3 0.6 -0.7 0.2580
H -5.04701 -4.24852 -2.80872 -2.1 1.8 -0.1 -0.0096
```
Forces are in eV/Å.

## Properties
- Orbital gap: 5.5 eV
- Charge: +1



ΔE to the lowest compared entry with this formula, charge and spin per entry: 2.779 7.638 eV
Highest occupied orbital energy per entry: -11.23 -13.60 eV